Computed, not measured: a structure of composition C22H28N3O3PRhS3 at a distorted geometry, with ωB97M-V/def2-TZVPD.

Last column: Mulliken charge in e.
CARTESIAN COORDINATES (ANGSTROEM)
Rh (0.000, 0.000, 0.000)  -1.10
C (1.520, -2.915, 4.524)  -0.66
C (1.624, -3.873, 3.517)  -0.69
C (1.322, -3.535, 2.194)  -0.86
C (0.910, -2.236, 1.856)  0.08
C (0.812, -1.289, 2.885)  0.66
C (1.113, -1.621, 4.209)  -1.25
N (0.584, -1.802, 0.554)  2.56
N (0.690, -2.685, -0.320)  -1.39
C (0.353, -2.201, -1.601)  0.16
C (0.424, -3.076, -2.680)  -0.53
C (0.095, -2.613, -3.952)  -0.26
C (-0.295, -1.290, -4.111)  -0.91
C (-0.339, -0.483, -2.987)  -0.43
N (-0.026, -0.906, -1.744)  0.09
H (1.755, -3.177, 5.552)  0.40
H (1.941, -4.884, 3.759)  0.41
H (1.411, -4.299, 1.427)  0.46
H (0.495, -0.277, 2.645)  0.06
H (1.029, -0.869, 4.989)  0.45
H (0.732, -4.104, -2.527)  0.47
H (0.143, -3.281, -4.808)  0.38
H (-0.558, -0.895, -5.086)  0.41
H (-0.638, 0.559, -3.057)  0.47
C (5.194, 2.743, 2.347)  -0.97
C (4.851, 1.278, 2.165)  -0.13
O (4.406, 0.995, 0.852)  -0.42
P (2.949, 1.487, 0.360)  1.21
S (2.146, 0.353, -0.925)  -0.54
S (1.466, 1.098, 1.473)  -0.32
O (3.235, 3.017, -0.068)  -0.25
C (2.190, 3.949, -0.266)  -0.30
C (1.789, 4.031, -1.724)  -0.94
H (5.673, 2.908, 3.317)  0.42
H (4.295, 3.364, 2.307)  0.22
H (5.866, 3.088, 1.555)  0.26
H (4.113, 0.952, 2.903)  0.14
H (5.751, 0.678, 2.332)  0.34
H (2.577, 4.924, 0.048)  0.35
H (1.323, 3.742, 0.367)  0.30
H (2.666, 4.162, -2.365)  0.29
H (1.101, 4.866, -1.887)  0.40
H (1.286, 3.115, -2.047)  0.09
C (-1.953, 0.639, 3.603)  -1.25
S (-1.242, 0.374, 1.958)  1.41
O (-1.610, 1.563, 1.119)  -0.74
C (-2.353, -0.959, 1.452)  0.03
C (-2.132, -2.258, 1.922)  -0.22
C (-2.982, -3.298, 1.540)  -0.82
C (-4.053, -3.044, 0.683)  -0.50
C (-4.272, -1.753, 0.204)  -0.60
C (-3.423, -0.713, 0.585)  0.17
H (-3.022, 0.849, 3.521)  0.42
H (-1.452, 1.496, 4.061)  0.45
H (-1.789, -0.245, 4.223)  0.35
H (-1.297, -2.474, 2.584)  0.27
H (-2.808, -4.307, 1.905)  0.43
H (-4.713, -3.854, 0.382)  0.39
H (-5.102, -1.555, -0.470)  0.39
H (-3.600, 0.290, 0.201)  0.41
H (-1.547, -0.623, -0.238)  0.33

Gap between HOMO and LUMO (alpha / beta) in eV: 5.931 / 6.454
Multiplicity: 6
Highest occupied orbital energy (alpha / beta) in eV: -5.3 / -8.0
Relative energy (zero: lowest compared OMol25 entry of this formula, charge and spin) in eV: 0.0000
Electronic energy in a.u.: -2891.2823
F_max in eV/Å: 5.9

=====

Computed, not measured: the molecule BH3S, with ωB97M-V/def2-TZVPD.

Last column: Mulliken charge in e.
CARTESIAN COORDINATES (ANGSTROEM)
B (-0.248, 0.145, -0.525)  0.18
S (1.075, 0.151, 0.708)  -0.24
H (0.060, 0.040, -1.664)  -0.03
H (-1.370, 0.256, -0.158)  -0.04
H (0.484, -0.592, 1.639)  0.14

Gap between HOMO and LUMO in eV: 10.134
Highest occupied orbital energy in eV: -10.0
Relative energy (zero: lowest compared OMol25 entry of this formula, charge and spin) in eV: 0.1033
SMILES string: BS
Electronic energy in a.u.: -424.8155
F_max in eV/Å: 0.9

=====

Computed, not measured: a structure of composition C38H31Cl2CoN3O5S2, with ωB97M-V/def2-TZVPD.

Last column: Mulliken charge in e.
CARTESIAN COORDINATES (ANGSTROEM)
Co (-1.024, -0.509, -0.400)  0.22
C (-1.082, 3.635, 0.549)  -1.62
C (-1.398, 2.333, -0.128)  2.32
N (-0.638, 1.308, 0.053)  0.11
N (0.419, 1.393, 0.955)  -0.07
C (1.500, 1.969, 0.528)  0.26
S (1.891, 2.671, -0.963)  -0.39
S (2.793, 2.063, 1.757)  -0.23
C (1.948, 1.558, 3.283)  0.06
C (0.877, 2.512, 3.748)  -0.10
C (-0.398, 2.039, 4.035)  0.39
C (-1.403, 2.900, 4.450)  -0.59
C (-1.139, 4.256, 4.588)  -0.50
C (0.134, 4.738, 4.312)  -0.68
C (1.134, 3.871, 3.893)  -0.16
C (-2.607, 2.264, -0.956)  -0.17
C (-3.289, 3.450, -1.272)  -1.06
C (-4.450, 3.466, -2.012)  -0.86
C (-4.978, 2.251, -2.458)  -0.49
C (-4.335, 1.072, -2.178)  -0.82
C (-3.127, 1.042, -1.441)  0.63
O (-2.582, -0.126, -1.278)  -0.38
H (-0.364, 3.495, 1.349)  -0.38
H (-1.994, 4.063, 0.965)  0.64
H (-0.654, 4.332, -0.173)  0.48
H (2.754, 1.502, 4.019)  0.56
H (1.527, 0.561, 3.165)  -0.52
H (-0.608, 0.984, 3.906)  0.11
H (-2.395, 2.511, 4.645)  0.40
H (-1.923, 4.935, 4.900)  0.38
H (0.347, 5.795, 4.410)  0.37
H (2.116, 4.255, 3.643)  0.38
H (-2.883, 4.393, -0.934)  0.36
H (-4.940, 4.403, -2.240)  0.38
H (-5.898, 2.235, -3.032)  0.39
H (-4.720, 0.120, -2.520)  0.44
Cl (-0.037, -2.532, 6.418)  -0.27
C (-0.564, -1.974, 4.853)  0.13
C (-1.873, -1.490, 4.706)  -0.53
C (-2.311, -1.047, 3.490)  0.43
Cl (-3.916, -0.420, 3.333)  -0.22
C (-1.478, -1.047, 2.323)  -0.25
O (-1.954, -0.605, 1.230)  -0.45
C (-0.158, -1.545, 2.520)  0.64
C (0.804, -1.565, 1.455)  -0.05
O (0.645, -1.170, 0.304)  -0.11
C (0.276, -2.001, 3.779)  -0.73
H (-2.537, -1.458, 5.559)  0.44
H (1.797, -1.968, 1.699)  -0.09
H (1.291, -2.366, 3.886)  0.51
C (4.743, -0.101, -0.736)  -1.69
C (3.829, -1.236, -1.106)  1.76
C (3.688, -2.326, -0.254)  -0.96
C (2.850, -3.381, -0.581)  -0.98
C (2.161, -3.367, -1.780)  -0.52
C (2.297, -2.282, -2.641)  -0.43
N (1.636, -2.284, -3.899)  0.14
C (0.463, -2.977, -4.148)  0.14
C (0.342, -3.750, -5.307)  -0.99
C (-0.814, -4.462, -5.571)  -0.48
C (-1.870, -4.453, -4.669)  -0.83
C (-1.763, -3.685, -3.522)  -0.75
C (-0.627, -2.924, -3.268)  0.47
C (-0.684, -2.002, -2.105)  1.52
O (-0.222, -0.826, -2.156)  -0.55
O (-1.282, -2.348, -1.043)  -0.68
C (3.110, -1.197, -2.307)  1.35
C (3.208, -0.007, -3.219)  -1.88
H (5.236, -0.296, 0.216)  0.36
H (4.187, 0.834, -0.644)  0.18
H (5.511, 0.050, -1.499)  0.37
H (4.246, -2.343, 0.676)  0.34
H (2.746, -4.227, 0.089)  0.38
H (1.521, -4.196, -2.057)  0.45
H (2.245, -2.181, -4.694)  0.35
H (1.181, -3.799, -5.991)  0.39
H (-0.881, -5.048, -6.480)  0.38
H (-2.768, -5.024, -4.864)  0.40
H (-2.575, -3.628, -2.809)  0.47
H (2.335, 0.051, -3.866)  0.37
H (4.108, -0.051, -3.843)  0.30
H (3.244, 0.914, -2.639)  0.29

Gap between HOMO and LUMO in eV: 6.810
Highest occupied orbital energy in eV: -4.8
Relative energy (zero: lowest compared OMol25 entry of this formula, charge and spin) in eV: 0.0000
Electronic energy in a.u.: -5106.8369
Net charge: -1
F_max in eV/Å: 0.2

=====

Computed, not measured: the molecule C7H8N2O at a distorted geometry, with ωB97M-V/def2-TZVPD.

Last column: Mulliken charge in e.
CARTESIAN COORDINATES (ANGSTROEM)
C (3.336, 0.480, 0.106)  -0.72
N (2.085, -0.245, 0.036)  0.92
O (2.175, -1.466, -0.037)  -0.67
N (1.020, 0.415, 0.008)  -0.52
C (-0.376, -0.039, -0.105)  0.61
C (-0.777, -1.290, 0.299)  -0.58
C (-2.137, -1.455, 0.329)  -0.16
C (-3.053, -0.490, -0.007)  -0.71
C (-2.552, 0.769, -0.362)  -0.12
C (-1.177, 1.043, -0.396)  -0.55
H (3.721, 0.795, -0.922)  0.27
H (3.042, 1.543, 0.620)  0.29
H (4.091, -0.134, 0.550)  0.28
H (-0.084, -2.034, 0.714)  0.36
H (-2.660, -2.328, 0.607)  0.35
H (-4.153, -0.650, 0.040)  0.35
H (-3.014, 1.683, -0.778)  0.24
H (-0.822, 1.983, -0.808)  0.38

Gap between HOMO and LUMO in eV: 9.124
Highest occupied orbital energy in eV: -8.8
Relative energy (zero: lowest compared OMol25 entry of this formula, charge and spin) in eV: 3.7149
SMILES string: C/[N+]([O-])=N/c1ccccc1
Electronic energy in a.u.: -456.1577
F_max in eV/Å: 4.7